# 1
{"formula": "F2H2N2O2S", "method": "the ωB97M-V functional and the def2-TZVPD basis", "symbols": ["N", "S", "O", "O", "N", "F", "F", "H", "H"], "coordinates": [[1.328, 0.110, -0.039], [-0.085, -0.734, -0.224], [-0.155, -1.463, -1.445], [-0.425, -1.447, 1.728], [-0.989, 0.838, -0.462], [-2.351, 0.590, -0.606], [-0.908, 1.735, 0.557], [1.305, 0.299, 1.050], [2.279, 0.073, -0.559]], "lowdin_charge": [-0.169, 0.881, -0.310, -0.431, -0.198, -0.029, -0.004, 0.117, 0.143], "lumo_energy_ev": [-1.54, -1.57], "energy_ha": -858.762399}

---

# 2
{"formula": "C2H3Cl2N2", "method": "the ωB97M-V functional and the def2-TZVPD basis", "symbols": ["N", "C", "C", "N", "Cl", "Cl", "H", "H", "H"], "coordinates": [[0.351, 1.693, -0.453], [-0.034, 0.401, -0.180], [-0.392, -0.752, -0.145], [-0.736, -2.246, 0.193], [-1.184, -2.026, 1.951], [0.828, -3.021, 0.180], [0.599, 2.181, 0.362], [-0.548, 2.166, -0.696], [1.116, 1.605, -1.213]], "lowdin_charge": [0.225, -0.093, -0.129, -0.774, 0.551, 0.594, 0.162, 0.215, 0.249], "lumo_energy_ev": -4.68, "total_charge": 1, "energy_ha": -1107.409882}

---

# 3
{"formula": "C27H32AsCrN6", "method": "the ωB97M-V functional and the def2-TZVPD basis", "symbols": ["Cr", "C", "C", "C", "C", "N", "C", "N", "C", "N", "C", "N", "C", "C", "C", "C", "C", "N", "C", "C", "C", "C", "C", "C", "H", "H", "H", "H", "H", "H", "H", "H", "H", "H", "H", "H", "C", "C", "C", "N", "H", "H", "H", "H", "H", "C", "C", "As", "C", "C", "C", "C", "H", "H", "H", "H", "H", "H", "H", "H", "H", "H", "H", "H", "H", "H", "H"], "coordinates": [[-0.164, -0.240, 0.269], [-1.416, 1.615, 3.820], [-0.785, 2.863, 3.859], [0.061, 3.197, 2.832], [0.263, 2.306, 1.761], [-0.338, 1.086, 1.741], [-1.151, 0.775, 2.765], [1.041, 2.766, 0.765], [1.320, 2.188, -0.350], [0.965, 0.915, -0.723], [1.460, 0.657, -1.977], [1.338, -0.441, -2.638], [0.641, -1.538, -2.288], [0.660, -2.592, -3.222], [-0.061, -3.735, -2.986], [-0.789, -3.831, -1.796], [-0.747, -2.780, -0.911], [-0.063, -1.644, -1.131], [2.153, 1.843, -2.463], [2.769, 2.135, -3.667], [3.297, 3.414, -3.822], [3.200, 4.365, -2.816], [2.580, 4.079, -1.602], [2.065, 2.806, -1.438], [-2.091, 1.313, 4.603], [-0.965, 3.547, 4.673], [0.582, 4.139, 2.791], [-1.610, -0.214, 2.714], [1.254, -2.452, -4.110], [-0.067, -4.540, -3.703], [-1.363, -4.714, -1.569], [-1.275, -2.830, 0.044], [2.825, 1.406, -4.460], [3.785, 3.684, -4.747], [3.608, 5.350, -2.990], [2.494, 4.824, -0.827], [-4.961, -1.248, -1.485], [-4.621, -0.114, -0.506], [-3.213, 0.070, -0.391], [-2.065, 0.161, -0.298], [-6.022, -1.466, -1.406], [-4.407, -2.155, -1.251], [-4.746, -0.947, -2.506], [-5.017, -0.340, 0.493], [-5.081, 0.819, -0.847], [3.669, 0.373, 2.055], [2.749, -0.581, 2.809], [1.575, -1.498, 1.523], [2.798, -2.600, 0.423], [3.799, -3.438, 1.210], [0.586, -2.827, 2.624], [1.224, -3.189, 3.963], [4.310, 0.922, 2.742], [3.081, 1.097, 1.487], [4.304, -0.181, 1.362], [2.130, -0.030, 3.526], [3.332, -1.325, 3.363], [3.327, -1.929, -0.263], [2.167, -3.260, -0.184], [4.420, -2.816, 1.852], [4.456, -3.964, 0.521], [3.289, -4.182, 1.820], [0.457, -3.727, 2.014], [-0.414, -2.417, 2.813], [2.212, -3.620, 3.820], [0.601, -3.922, 4.472], [1.310, -2.316, 4.610]], "lowdin_spin": [1.212, -0.009, -0.001, -0.008, 0.001, -0.005, 0.002, -0.027, 0.007, -0.067, 0.007, -0.027, 0.001, -0.008, -0.001, -0.008, 0.002, -0.005, 0.001, 0.002, 0.001, 0.001, 0.002, 0.001, 0.000, 0.000, 0.000, 0.000, 0.000, 0.000, 0.000, 0.000, 0.000, 0.000, 0.000, 0.000, 0.000, 0.001, 0.005, -0.007, 0.000, 0.000, 0.000, 0.000, 0.000, 0.000, -0.009, -0.045, -0.007, -0.003, -0.005, -0.002, 0.000, 0.000, 0.000, 0.000, -0.002, 0.000, 0.000, 0.000, -0.001, 0.000, 0.000, 0.000, 0.000, 0.000, 0.000], "spin_multiplicity": 2, "lumo_energy_ev": [-7.96, -6.79], "total_charge": 2, "energy_ha": -4656.353885, "s_squared": 0.831}